[1]
{
  "formula": "C51H41As2BrF5InN2O3P",
  "method": "wB97M-V/def2-TZVPD",
  "elements": ["H", "C", "F", "C", "C", "C", "C", "H", "H", "H", "C", "H", "C", "C", "C", "H", "C", "C", "C", "N", "C", "O", "C", "As", "C", "C", "C", "C", "C", "H", "H", "N", "H", "H", "H", "H", "H", "O", "C", "H", "H", "H", "H", "C", "C", "H", "F", "C", "O", "F", "H", "H", "C", "C", "C", "C", "H", "C", "H", "C", "C", "C", "H", "C", "H", "C", "H", "In", "C", "C", "C", "As", "H", "C", "F", "Br", "H", "C", "F", "C", "C", "H", "C", "C", "C", "H", "H", "H", "C", "H", "H", "H", "H", "C", "H", "H", "H", "C", "C", "C", "C", "H", "H", "C", "P", "H", "C"],
  "positions_angstrom": [[4.6954, 2.3054, -2.4037], [3.2701, -2.3206, 0.9636], [2.8254, -5.8869, 1.5094], [-2.9762, -0.1069, 4.9055], [4.0667, 0.1840, 4.3959], [-3.5601, -4.7455, 2.0329], [-0.0125, 0.6786, -2.2149], [4.0704, 0.9200, -4.3486], [0.7316, 4.3296, -7.0796], [-2.3293, -0.5157, 5.6705], [4.7827, -4.6799, 1.1123], [-5.3644, 1.3072, 2.2464], [0.3967, 5.1294, -4.4834], [3.5322, -0.4877, 3.3079], [5.4157, -3.4682, 0.8792], [-0.1313, -0.6577, 5.7237], [-0.1356, -0.1071, -6.3740], [-5.1940, 0.4484, 4.1860], [-4.3411, -0.0632, 5.1478], [0.6478, 2.6783, -4.1081], [2.6475, -0.9183, -1.8964], [-0.3310, -0.2777, -1.4483], [-2.6696, -2.7027, 1.0041], [-2.6069, 1.4680, 1.0039], [3.7587, 0.6275, -3.3551], [0.2452, 1.4303, -4.5754], [-4.1987, 1.4588, -0.1110], [3.7437, 1.0229, -0.9824], [4.1869, 1.5651, 4.3664], [-0.4297, -1.9860, 4.5641], [0.5548, 5.9049, -5.2313], [-7.6507, -7.2536, 1.7318], [-0.6748, 5.0451, -4.3029], [-0.8376, -1.5689, -3.3850], [-2.2641, 3.8657, 0.3227], [4.4090, -0.3768, 5.2547], [0.3549, 1.9911, -7.9111], [0.5935, 1.5403, 0.5469], [0.4905, 1.9346, -1.8191], [0.2043, 2.6489, 3.2529], [-3.9000, 1.7347, -1.1229], [1.1722, 1.7467, 4.4280], [-4.9964, -2.7211, -0.2762], [-5.9041, -4.4709, 0.5571], [3.0378, -0.5450, -3.1708], [2.8111, 2.1904, 1.3525], [5.4896, -5.7934, 1.1864], [-4.6793, 0.9146, 2.9851], [1.2227, 3.5070, -0.2248], [-0.9307, -2.2592, -5.8988], [3.4785, -1.5695, 3.3364], [1.8474, 2.1087, -7.0002], [-6.8043, -6.4904, 1.6024], [0.3691, 3.5488, -6.4095], [-4.8877, -3.5472, 0.4129], [-2.3839, 3.3801, 1.2920], [4.0552, 1.6183, -0.1378], [-5.7465, -5.5334, 1.4448], [4.6205, 2.0887, 5.2060], [-0.5439, -1.0609, -5.4405], [-0.1271, 0.4496, -3.6498], [-4.5727, -5.6730, 2.1817], [-0.4782, 2.2759, 4.8705], [-3.7094, -3.6747, 1.1509], [1.1457, -1.1546, 4.5956], [0.7871, 2.3808, -0.4092], [1.1582, 3.8169, -2.4675], [-0.3025, -0.4085, 0.7164], [-1.8198, -1.8524, 0.8654], [2.9830, -0.1251, -0.7987], [-3.3134, 0.8740, 2.7262], [-0.5331, 0.2427, 3.3869], [-0.1372, -0.3640, -7.4241], [0.2701, 1.1371, -5.9569], [6.7308, -3.4180, 0.7301], [0.7992, -3.6852, 1.4597], [-0.7195, 3.6424, -6.3686], [4.6502, -2.3122, 0.8095], [5.2886, -1.1600, 0.6018], [4.1125, 1.4055, -2.2644], [0.7828, 2.8607, -2.7987], [-4.9411, 2.1717, 0.2485], [0.7572, 2.1769, -6.9166], [0.1610, 1.9215, 4.0605], [-2.4521, 0.3543, 3.7017], [-1.4824, 3.5657, 1.8741], [2.7713, -1.1640, -4.0155], [-6.8182, -4.3777, -0.0115], [0.9476, 3.8199, -5.0293], [3.8282, 3.3464, 3.2302], [2.0397, 3.8717, -5.1008], [2.0567, -1.8164, -1.7609], [-4.4624, -6.5041, 2.8632], [3.0932, 0.2144, 2.1843], [-3.2555, 3.7876, 1.8052], [-4.7333, -0.4282, 6.0866], [0.8808, 5.4649, -3.5714], [3.1826, 1.6085, 2.1776], [-0.5409, -0.8157, -4.0982], [3.7457, 2.2691, 3.2571], [2.6556, -3.5488, 1.2068], [-4.6237, 0.4562, -0.1305], [-6.2593, 0.4838, 4.3649], [0.0688, -1.0297, 4.7179], [2.3869, -0.7354, 0.7999], [-2.6457, -4.8445, 2.6018], [3.4009, -4.7136, 1.2774]],
  "lowdin_charge": [0.11, -0.32, 0.10, -0.10, -0.07, -0.02, -0.28, 0.11, 0.13, 0.09, -0.12, 0.09, -0.03, -0.10, -0.12, 0.04, 0.07, -0.06, -0.07, 0.05, -0.09, -0.10, -0.12, 1.16, -0.07, -0.07, -0.28, -0.06, -0.07, 0.04, 0.09, 0.17, 0.10, 0.14, 0.04, 0.11, 0.13, -0.21, -0.02, 0.02, 0.03, 0.02, 0.12, -0.01, -0.06, 0.08, 0.16, -0.10, 0.06, 0.09, 0.11, 0.13, -0.18, -0.14, -0.02, -0.26, 0.10, -0.23, 0.11, -0.25, -0.05, -0.01, 0.05, -0.24, 0.01, -0.61, 0.14, 0.34, -0.17, -0.34, -0.40, 1.16, 0.14, -0.13, 0.15, 0.90, 0.14, -0.21, 0.12, -0.05, 0.04, 0.03, -0.12, -0.23, -0.40, 0.02, 0.11, 0.12, -0.29, 0.12, 0.16, 0.12, 0.12, -0.33, 0.04, 0.11, 0.08, -0.09, 0.08, -0.06, -0.57, 0.03, 0.11, -0.26, 1.09, 0.12, -0.25],
  "charge": 1,
  "e_tot_ha": -10379.478277,
  "gap_ha": 0.3026,
  "de_lowest_kj_mol": 0.0,
  "homo_energy_ev": -10.767
}


[2]
{
  "formula": "C51H42AsBF4IMgN3O2P2Se",
  "method": "wB97M-V/def2-TZVPD",
  "elements": ["C", "H", "H", "C", "C", "C", "C", "H", "H", "C", "C", "H", "H", "C", "C", "C", "H", "C", "C", "C", "As", "H", "C", "C", "H", "H", "C", "P", "H", "P", "C", "C", "C", "H", "H", "C", "C", "H", "H", "O", "C", "H", "C", "C", "C", "F", "H", "C", "H", "C", "C", "H", "C", "C", "C", "C", "C", "Mg", "H", "N", "F", "C", "H", "C", "F", "H", "C", "C", "H", "C", "H", "C", "H", "C", "C", "C", "H", "C", "C", "C", "C", "H", "C", "B", "C", "H", "H", "H", "H", "N", "H", "H", "H", "I", "H", "H", "H", "C", "H", "N", "Se", "H", "C", "O", "C", "H", "H", "F", "H"],
  "positions_angstrom": [[-1.7821, -3.6555, -2.9296], [3.8073, 1.7891, 4.4330], [0.4876, 1.7441, -5.2998], [-3.3341, 5.1982, 0.4784], [3.6349, -3.6395, 0.8591], [3.8753, -2.0670, -0.9622], [-2.8757, -0.2084, -2.7548], [-0.1538, 0.1450, 4.5404], [-1.8123, -3.6513, -1.8475], [-2.7773, -4.2914, -3.6522], [4.5968, 0.3806, 2.1087], [-1.9110, 0.9462, 2.6069], [5.1657, -5.1290, 1.0158], [-2.6808, 3.9856, 0.6496], [-1.9901, -4.3485, 0.9171], [5.0479, -2.6993, -1.3459], [5.5924, -2.3439, -2.2103], [3.4167, 1.0903, 1.8893], [2.7967, 1.8856, 6.3238], [0.5750, 0.9597, 6.3841], [-2.0288, 1.2368, -0.3099], [-5.5791, -0.9678, 3.7192], [-3.6701, 2.0611, -2.3772], [-4.2788, 4.4174, -1.5989], [1.0037, -1.6685, 2.9711], [6.4213, -4.2923, -0.9389], [1.8468, 0.9160, 4.3403], [1.6883, -1.6712, 0.6213], [-0.0181, -2.5753, -5.5827], [1.8559, 0.5329, 2.5854], [3.4276, 2.2188, 1.0732], [-4.1290, 5.4090, -0.6409], [-4.4347, -0.1629, 0.6330], [-4.8289, 0.8402, -5.3107], [-4.9101, 2.8748, -3.9320], [4.5987, 2.6141, 0.4457], [-0.7409, -2.9999, -3.5996], [1.5506, 1.8655, 8.0652], [-4.7170, -0.2309, -0.4106], [1.5932, -0.3413, -0.0793], [-5.2791, -0.6592, 1.6176], [4.5861, 3.4834, -0.1985], [2.2529, 1.3854, -2.5792], [0.3166, -4.0972, 0.2722], [-3.7075, -0.0003, 3.3137], [0.4507, 3.2493, 0.3042], [-0.7732, 1.4971, -3.1326], [2.2744, 1.5573, -3.9623], [-4.8953, 4.5991, -2.4703], [-2.8599, 0.4943, 2.3328], [-2.8365, 2.9988, -0.3059], [-4.6284, 6.3600, -0.7725], [3.1736, -2.5358, 0.1430], [0.2579, -2.7554, 0.6287], [0.6777, 0.6239, 5.0459], [-1.8295, -3.7233, -5.6235], [5.5103, -3.7950, -0.6320], [0.5658, 1.3359, -0.1077], [-2.8685, -4.9725, 1.0195], [1.0013, 1.3565, -2.1353], [0.3915, 5.5236, -0.0986], [-2.9414, 0.9336, -1.9754], [-3.2068, 5.9859, 1.2088], [-4.3477, 2.0153, -3.5896], [-0.1604, 4.0410, -1.7705], [-6.2247, -1.1054, 1.3378], [-3.6253, 3.2025, -1.4398], [-2.0520, -3.0045, 1.2621], [-3.5893, -4.7931, -3.1329], [-0.7912, -3.0555, -4.9971], [-0.9569, -1.1717, 1.4286], [4.8051, -4.2682, 0.4686], [2.5324, 2.8161, 0.9423], [-3.2238, 0.4141, 0.9908], [5.7687, 0.7854, 1.4890], [1.8586, -1.2730, 2.4223], [6.6833, 0.2317, 1.6552], [5.7665, 1.8916, 0.6486], [-0.8086, -4.8918, 0.4287], [0.9502, 1.6339, -4.3351], [-3.5697, -0.2452, -3.9583], [-0.3309, 0.7348, 6.9310], [2.9053, 1.5498, 4.9813], [0.6824, 4.3398, -0.7140], [-4.2979, 0.8656, -4.3676], [4.6079, -0.4923, 2.7505], [1.2141, -4.5040, -0.1739], [3.6181, 2.3830, 6.8220], [3.0823, 1.2619, -1.9014], [0.2332, 1.5241, -3.2143], [-3.5278, -1.1351, -4.5706], [6.6804, 2.1934, 0.1539], [-3.4279, 0.0691, 4.3576], [3.9371, 1.6481, -5.1737], [3.4811, -1.2322, -1.5269], [-2.9724, -2.5703, 1.6330], [2.7712, -1.6933, 2.8444], [1.6355, 1.5928, 7.0216], [3.0807, -4.0077, 1.7155], [-2.8275, -4.3379, -4.9845], [0.6131, -2.0455, -2.6823], [-1.8685, -3.7672, -6.7082], [-4.9183, -0.5790, 2.9554], [0.6333, 1.1380, 1.9346], [-0.9206, -2.2158, 1.1362], [-2.0406, 3.8268, 1.5087], [-2.2749, -1.0515, -2.4393], [2.0235, 4.2038, -1.0531], [-0.7695, -5.9347, 0.1434]],
  "lowdin_charge": [-0.15, 0.10, 0.13, -0.07, -0.09, -0.07, -0.09, 0.10, 0.07, -0.18, -0.08, 0.08, 0.11, -0.08, -0.07, -0.05, 0.11, -0.29, -0.07, -0.07, 1.41, 0.10, -0.19, -0.02, 0.08, 0.11, -0.26, 0.77, 0.08, 0.78, -0.06, -0.07, -0.08, 0.11, 0.11, -0.05, -0.73, 0.11, 0.11, -0.43, -0.08, 0.12, -0.20, -0.09, -0.08, -0.04, 0.14, -0.75, 0.11, -0.13, -0.29, 0.10, -0.29, -0.33, -0.07, -0.19, -0.07, 0.44, 0.11, -0.04, 0.18, -0.35, 0.11, -0.02, 0.15, 0.11, -0.19, -0.05, 0.09, -0.15, 0.08, -0.07, 0.10, -0.36, -0.06, -0.25, 0.11, -0.06, -0.07, -0.12, -0.05, 0.11, -0.06, -1.23, -0.06, 0.11, 0.11, 0.11, 0.11, 0.03, 0.10, 0.11, 0.10, 0.86, 0.09, 0.10, 0.07, -0.07, 0.11, 0.03, 0.61, 0.09, -0.09, -0.37, -0.09, 0.11, 0.07, 0.14, 0.11],
  "e_tot_ha": -8525.895456,
  "gap_ha": 0.2229,
  "de_lowest_kj_mol": 54.3,
  "homo_energy_ev": -6.138
}


[3]
{
  "formula": "C51H44BiCl2N5O7S2Te",
  "method": "wB97M-V/def2-TZVPD",
  "elements": ["H", "C", "O", "Bi", "H", "H", "H", "C", "C", "H", "C", "H", "C", "H", "C", "Cl", "C", "C", "C", "H", "C", "C", "H", "H", "Cl", "C", "C", "C", "C", "C", "H", "O", "O", "C", "H", "H", "C", "H", "S", "H", "H", "H", "H", "C", "C", "C", "N", "O", "H", "C", "C", "H", "S", "H", "C", "C", "C", "N", "H", "H", "H", "C", "C", "H", "H", "C", "H", "C", "C", "C", "C", "C", "H", "O", "C", "H", "O", "C", "C", "C", "O", "C", "C", "H", "C", "H", "H", "C", "N", "C", "H", "H", "N", "C", "Te", "C", "H", "H", "H", "H", "H", "C", "C", "H", "C", "C", "H", "H", "N", "H", "C", "C", "H"],
  "positions_angstrom": [[-3.9545, -3.7578, -3.5366], [2.4838, 4.1325, 0.2824], [-3.6837, 8.4603, -4.3833], [-0.3716, -0.7191, 0.1731], [3.4250, 0.8118, -3.3429], [2.3041, 0.9970, -0.5030], [5.3595, 2.3388, 0.2083], [-1.9580, 0.0862, 2.7086], [1.2839, -4.5706, -3.1463], [1.0023, -4.7891, -4.1685], [3.4706, 1.1266, -2.3000], [2.3397, -3.8021, 0.4834], [2.1903, 0.7530, -1.5641], [3.1949, 3.8245, 3.5819], [-4.7361, -3.8805, -0.2374], [-4.1716, 0.9400, 5.9493], [-2.9351, -3.3901, -3.3990], [-0.5394, -1.6207, 5.7408], [-1.2085, 2.6982, 3.0902], [1.6969, -2.7299, 3.4513], [-0.6961, 1.9235, 2.0445], [-3.7002, -1.2056, 4.4108], [0.0416, 2.3204, 1.3553], [5.0941, 2.5654, 2.6526], [-3.3743, -3.6026, 3.2072], [-2.9617, 3.5733, -5.5876], [-0.0389, -0.3401, 5.9402], [-2.6442, 3.1163, -1.8726], [-3.0862, -1.9077, 3.3565], [2.3475, -1.5940, -1.0865], [-5.4544, -3.8936, -1.0589], [-4.2104, 7.2109, -2.3464], [-1.6693, -1.9087, 1.4401], [-2.5276, 0.8029, 3.7776], [1.5474, 1.0359, 5.4584], [-1.5109, -2.0522, -4.3056], [0.0783, -2.4793, 4.8408], [-2.5624, 2.7321, 4.7386], [-4.4625, 7.4121, -3.7593], [-2.3726, 2.4114, 0.1258], [-4.3738, -1.7338, 5.0712], [7.3399, -1.9741, 1.9902], [1.0781, -6.6058, -2.4888], [2.3519, 4.2750, 1.6592], [2.0035, -2.9904, -1.4770], [2.0403, -4.0164, -0.5355], [-3.3064, 4.9739, -3.7083], [-5.8568, 7.3442, -4.1492], [-3.1953, -1.5410, -4.5022], [-2.1329, 2.1468, 3.9369], [-3.8013, 5.8925, -4.5282], [-3.5215, 4.5136, -7.4447], [-2.9083, -2.5778, -1.7941], [-0.8806, 3.7209, 3.2055], [1.3210, -5.5908, -2.2013], [4.8386, -1.2416, 2.3451], [-2.1773, 2.2362, -0.9249], [-1.0847, 0.6801, 1.8520], [-2.2433, -4.2312, -3.3270], [-0.3096, -3.4787, 4.6898], [-4.8743, -2.9559, 0.3216], [2.6336, -0.9748, 1.3631], [-3.4578, 4.6142, -6.3657], [-2.5755, -3.9454, 0.0640], [1.7525, 4.5750, -0.3837], [6.8162, -2.1383, 1.0497], [-1.4075, -1.9526, 6.2952], [-3.3058, -3.9992, -0.7435], [1.6151, -3.2775, -2.7853], [3.2924, 3.7154, 2.5100], [4.5127, 2.8796, 0.6137], [4.5079, -1.8285, 0.0794], [1.7192, -6.1016, -0.1568], [1.3636, -0.5747, 1.4957], [-2.2342, -1.2897, 2.4689], [4.8757, -2.2175, -0.8658], [-1.4393, -2.2452, -1.5913], [1.7324, -0.7970, 4.3785], [1.2045, -2.0620, 4.1484], [3.1746, -1.4402, 0.1533], [3.8255, 0.2361, 4.5041], [4.3691, 3.0116, 1.9864], [3.0611, -0.4088, 3.8158], [4.3269, 0.6454, -1.8292], [-2.5274, -2.4033, -4.4812], [-0.5239, 0.3285, 6.6409], [-0.6806, -0.0243, -2.7421], [1.6905, -5.3106, -0.8948], [-1.4896, 1.1275, -1.2322], [-1.2566, 0.8699, -2.5253], [-2.6633, 2.6337, -6.0313], [-3.1774, 4.0199, -1.6059], [1.8781, -0.6515, -1.8114], [5.3733, -1.7242, 1.1611], [3.7855, 3.2450, -2.3329], [-2.8989, 3.8233, -4.2294], [6.9016, -3.1961, 0.7960], [1.5140, 4.8289, 2.0661], [1.5904, -2.4709, -3.5062], [-3.1497, -4.9134, -1.3164], [-2.5596, -2.8838, -5.4581], [-2.4023, 2.8502, -3.2208], [-3.4331, 0.1139, 4.6203], [-4.9674, -4.7116, 0.4265], [3.5686, 3.4388, -0.2438], [3.4961, -0.8958, 2.4697], [5.4652, -1.1329, 3.2227], [-1.4636, 1.4458, -4.5671], [-3.8784, 5.7583, -5.8569], [7.3318, -1.5719, 0.2726], [-1.6925, 1.6975, -3.5407], [1.1059, 0.0648, 5.2717], [1.3636, 1.3447, -1.9661]],
  "lowdin_charge": [0.10, -0.16, -0.35, 2.06, 0.05, 0.09, 0.10, -0.14, -0.08, 0.10, -0.51, 0.12, -0.34, 0.11, -0.15, 0.73, -0.39, -0.08, -0.01, 0.12, -0.11, -0.12, 0.12, 0.11, 0.75, 0.00, -0.07, 0.03, -0.58, -0.28, 0.07, -0.37, -0.30, -0.17, 0.12, 0.06, -0.07, 0.11, 0.39, 0.10, 0.11, 0.08, 0.10, -0.10, -0.18, -0.02, 0.15, -0.35, 0.08, 0.02, -0.32, 0.11, 0.95, 0.12, -0.08, 0.03, -0.11, -0.04, 0.09, 0.10, 0.07, -0.30, -0.11, 0.07, 0.09, -0.04, 0.11, -0.38, -0.03, -0.08, -0.14, 0.02, 0.11, -0.31, -0.38, 0.14, -0.69, -0.15, -0.02, -0.13, 0.10, -0.08, -0.30, 0.04, -0.13, 0.11, 0.08, -0.07, -0.08, -0.17, 0.10, 0.13, 0.05, -0.25, 1.28, -0.23, 0.08, 0.10, 0.11, 0.09, 0.08, -0.11, -0.61, 0.07, -0.58, -0.07, 0.13, 0.11, 0.14, 0.08, 0.01, -0.02, 0.08],
  "e_tot_ha": -4969.686799,
  "gap_ha": 0.1987,
  "de_lowest_kj_mol": 70.4,
  "homo_energy_ev": -7.116
}